Entry 1:
{
  "formula": "C27H27BrIN3O5Os",
  "method": "ωB97M-V/def2-TZVPD",
  "mol_weight_g_mol": 870.6,
  "homo_energy_ha": [-0.4148, -0.4796],
  "de_lowest_ev": 1.600,
  "total_charge": 2,
  "homo_lumo_gap_ev": [5.2, 2.8],
  "fmax_ev_per_a": 6.05,
  "multiplicity": 5,
  "symbols": ["Os", "C", "C", "N", "C", "C", "C", "O", "C", "C", "N", "C", "C", "C", "C", "C", "C", "I", "C", "O", "H", "H", "H", "H", "H", "H", "H", "H", "H", "H", "H", "H", "Br", "C", "C", "C", "C", "C", "C", "C", "O", "O", "H", "H", "H", "H", "O", "C", "C", "C", "C", "C", "C", "N", "H", "H", "H", "H", "H", "H", "H", "H", "H", "H", "H"],
  "coordinates": [[-12.2293, -6.3561, 13.9391], [-10.9720, -6.3157, 9.3021], [-10.9012, -7.5897, 10.0520], [-10.4276, -8.6597, 9.4130], [-10.4425, -9.8195, 9.9303], [-10.8240, -10.0246, 11.2825], [-11.0487, -11.4578, 11.7667], [-12.3797, -11.6452, 12.2633], [-11.1242, -8.8772, 12.0759], [-11.1587, -8.9443, 13.5184], [-11.4156, -8.0161, 14.4448], [-11.3557, -8.3688, 15.7830], [-10.7174, -9.5522, 16.2065], [-10.5108, -9.7660, 17.5310], [-10.9150, -8.8306, 18.5045], [-11.5167, -7.6597, 18.1502], [-11.7336, -7.4385, 16.8149], [-12.9663, -5.8326, 16.4349], [-11.2423, -7.6057, 11.4346], [-11.6730, -6.5093, 11.9932], [-10.3556, -6.3775, 8.3704], [-10.5516, -5.4079, 9.8726], [-12.0042, -6.0001, 9.0894], [-10.1892, -10.6850, 9.3079], [-10.3238, -11.7751, 12.5745], [-10.9083, -12.0551, 10.8431], [-12.4986, -12.5489, 12.5965], [-10.8782, -9.9565, 13.8049], [-10.4399, -10.3445, 15.5138], [-10.0520, -10.6847, 17.9148], [-10.5830, -8.9567, 19.5257], [-11.8957, -6.9424, 18.8434], [-19.5685, -6.2252, 14.4819], [-18.3522, -7.1145, 13.4316], [-18.6193, -8.2042, 12.6312], [-17.4952, -8.9548, 12.1789], [-16.1836, -8.5344, 12.4210], [-16.0105, -7.3020, 13.0163], [-17.0899, -6.5474, 13.4883], [-14.6557, -6.7829, 13.3135], [-14.3543, -5.5534, 13.3719], [-13.7632, -7.7043, 13.5480], [-19.6384, -8.4223, 12.3377], [-17.6481, -9.9014, 11.5798], [-15.2576, -9.0772, 12.2293], [-16.8339, -5.6305, 13.9879], [-10.4149, -5.3299, 14.1435], [-9.4348, -5.1028, 13.3671], [-8.0215, -5.1934, 13.9496], [-7.4698, -3.8650, 14.4416], [-7.1464, -2.7840, 13.3603], [-8.1177, -2.5630, 12.2811], [-8.5193, -3.8330, 11.4468], [-9.5762, -4.6570, 12.1087], [-7.3605, -5.6020, 13.1128], [-8.0465, -5.9373, 14.8102], [-6.5018, -3.9829, 14.9860], [-8.2590, -3.3889, 15.0597], [-6.2229, -2.9819, 12.8489], [-6.8764, -1.7965, 13.8337], [-7.7340, -1.8318, 11.5213], [-9.1045, -2.2005, 12.6214], [-7.6369, -4.4841, 11.3035], [-8.8380, -3.4800, 10.4811], [-10.5381, -4.3673, 11.9104]],
  "forces_ev_per_angstrom": [[0.8, 5.4, -2.6], [1.0, 2.2, -0.4], [0.7, 0.1, 0.5], [-0.5, 3.4, -1.5], [-0.7, -3.1, 3.0], [-0.3, -0.2, -0.2], [0.7, -0.3, 0.1], [0.0, 0.4, 0.1], [0.0, 1.3, 0.2], [-0.1, -0.4, 0.4], [1.8, -5.2, -1.4], [1.0, 0.1, 2.5], [-0.6, 0.2, -0.6], [-0.1, -0.2, 2.1], [1.5, -0.7, 0.2], [-0.3, -0.4, -0.5], [0.1, -1.6, -1.3], [0.0, 0.5, -0.6], [0.2, -1.7, -1.1], [-0.5, 0.3, 1.1], [-0.8, -0.1, 0.7], [-0.5, -1.5, -0.6], [0.2, -0.3, -0.2], [0.0, 0.3, 0.2], [-0.4, 0.3, -1.0], [0.2, -0.1, 0.7], [0.3, 0.3, -0.3], [-0.2, 0.2, 0.5], [0.1, 0.4, 0.2], [-0.1, 0.4, -0.5], [-0.4, -0.3, 0.1], [0.1, 0.2, 0.6], [-0.3, -0.4, -0.4], [-1.1, 1.7, 0.7], [1.4, -2.2, -1.4], [-2.4, -0.9, -0.9], [0.3, 0.0, 0.5], [-0.7, 2.1, 0.9], [3.2, -0.8, -0.3], [1.0, 0.4, -0.1], [-1.3, -2.1, -0.1], [-2.1, 1.2, -0.5], [0.1, -0.4, 0.2], [0.0, 1.3, 0.8], [-0.5, -0.3, -0.3], [-0.4, 0.3, 0.1], [-0.1, 0.0, -0.4], [1.0, 1.0, 0.0], [0.4, -1.8, -0.7], [0.1, 1.9, -0.2], [1.1, 0.5, 1.1], [-2.1, -0.1, -2.1], [1.3, -0.2, 1.1], [-0.4, 0.9, 1.0], [-0.7, 0.3, 1.2], [0.0, 0.9, -1.2], [-1.1, -0.2, 0.0], [0.7, -0.4, 0.3], [0.7, -0.7, -0.1], [-0.6, -1.0, 0.0], [-0.3, -0.5, 0.8], [0.4, 0.4, 0.1], [-0.4, 0.3, -0.1], [-0.5, -0.3, -0.3], [0.4, -0.4, -0.2]]
}

---

Entry 2:
{
  "formula": "C52H49N6O2P2S2Ti",
  "method": "ωB97M-V/def2-TZVPD",
  "mol_weight_g_mol": 964.0,
  "homo_energy_ha": [-0.1576, -0.2609],
  "total_charge": 0,
  "homo_lumo_gap_ev": [4.6, 7.3],
  "fmax_ev_per_a": 3.09,
  "multiplicity": 4,
  "symbols": ["Ti", "C", "N", "C", "N", "C", "C", "C", "C", "C", "C", "C", "C", "C", "C", "C", "C", "C", "C", "P", "C", "N", "C", "C", "N", "C", "C", "C", "C", "C", "C", "C", "C", "C", "C", "C", "C", "C", "C", "N", "C", "C", "N", "C", "C", "C", "C", "C", "C", "C", "C", "C", "C", "C", "C", "C", "H", "H", "H", "H", "H", "H", "H", "H", "H", "H", "H", "H", "H", "H", "H", "H", "H", "H", "H", "H", "H", "H", "H", "H", "H", "H", "H", "H", "H", "H", "H", "H", "H", "H", "H", "H", "H", "H", "H", "C", "C", "O", "P", "S", "S", "O", "C", "C", "H", "H", "H", "H", "H", "H", "H", "H", "H", "H"],
  "coordinates": [[14.0184, 14.4624, 12.4164], [15.3215, 12.0425, 17.1671], [14.7968, 13.1551, 16.3632], [14.5928, 13.1466, 15.0056], [13.9539, 14.2664, 14.5923], [13.7274, 15.0372, 15.7040], [14.2581, 14.3741, 16.8164], [14.1854, 14.7301, 18.2419], [12.9799, 15.1994, 18.7957], [12.8899, 15.4211, 20.1538], [14.0035, 15.2324, 20.9653], [15.2050, 14.7606, 20.4244], [15.3030, 14.5442, 19.0641], [13.0330, 16.3581, 15.7130], [13.5698, 17.4252, 16.4580], [12.8949, 18.6307, 16.4958], [11.6846, 18.7882, 15.8181], [11.1451, 17.7322, 15.0838], [11.8203, 16.5199, 15.0294], [15.2433, 11.7954, 13.9554], [13.8034, 11.6927, 12.8733], [12.9150, 12.6629, 12.5970], [11.9440, 12.0858, 11.7962], [12.2305, 10.7287, 11.6742], [13.4053, 10.4758, 12.3760], [14.1106, 9.1777, 12.5109], [11.5369, 9.6499, 10.9120], [11.5849, 9.5846, 9.5135], [11.0371, 8.5060, 8.8427], [10.4410, 7.4815, 9.5688], [10.4084, 7.5167, 10.9598], [10.9529, 8.6073, 11.6306], [10.7711, 12.8517, 11.3518], [10.6519, 14.1975, 11.7203], [9.5388, 14.9361, 11.3897], [8.4956, 14.3436, 10.7026], [8.5637, 12.9943, 10.3632], [9.6650, 12.2383, 10.7027], [16.2230, 12.8728, 12.8601], [16.0371, 14.1942, 12.7626], [17.1571, 14.7223, 12.1416], [18.0567, 13.6781, 11.9047], [17.4574, 12.4997, 12.3485], [18.0490, 11.1584, 12.4058], [19.4273, 13.6830, 11.2990], [20.5590, 13.5847, 12.1198], [21.8166, 13.4881, 11.5613], [21.9531, 13.4539, 10.1741], [20.8344, 13.5138, 9.3472], [19.5727, 13.6279, 9.9061], [17.3457, 16.1813, 11.9863], [18.2964, 16.7352, 11.0948], [18.4446, 18.0987, 11.0337], [17.6548, 18.9444, 11.8069], [16.6985, 18.4184, 12.6748], [16.5825, 17.0400, 12.7936], [15.0118, 11.0886, 16.6996], [14.9181, 12.1113, 18.1771], [16.4267, 12.0680, 17.2077], [12.1132, 15.3931, 18.1412], [11.9585, 15.8087, 20.5852], [13.9131, 15.4201, 22.0338], [16.0813, 14.6355, 21.0697], [16.2720, 14.2731, 18.6153], [14.5136, 17.2802, 16.9893], [13.3032, 19.4553, 17.0770], [11.1870, 19.7536, 15.8410], [10.2038, 17.8724, 14.5483], [11.4428, 15.7017, 14.3989], [13.5821, 8.4495, 11.8714], [14.0708, 8.8238, 13.5609], [15.1654, 9.2779, 12.1733], [12.0349, 10.4248, 8.9599], [11.0662, 8.4587, 7.7536], [10.0057, 6.6398, 9.0220], [9.9381, 6.6994, 11.5273], [10.9065, 8.6665, 12.7350], [11.4456, 14.6443, 12.3365], [9.4625, 15.9933, 11.6426], [7.6391, 14.9417, 10.4227], [7.7424, 12.5384, 9.8093], [9.6548, 11.1597, 10.5109], [19.0459, 11.2038, 11.9652], [17.4430, 10.4388, 11.8307], [18.1370, 10.8162, 13.4585], [20.4216, 13.6121, 13.2143], [22.7048, 13.4173, 12.1851], [22.9638, 13.4085, 9.7422], [20.9375, 13.4481, 8.2617], [18.6804, 13.6851, 9.2643], [18.9084, 16.0856, 10.4544], [19.1894, 18.5527, 10.3576], [17.8092, 20.0165, 11.7399], [16.0590, 19.0741, 13.2699], [15.8674, 16.6249, 13.4958], [9.7506, 18.5015, 10.0666], [11.2350, 18.2661, 10.0782], [11.4580, 16.7277, 9.9720], [12.9416, 16.1854, 10.2620], [14.2170, 14.2417, 10.1418], [13.3635, 16.6516, 12.2653], [13.7996, 17.1334, 9.3122], [15.2402, 17.2988, 9.4307], [15.8972, 16.6371, 8.2466], [9.5174, 19.5789, 10.0627], [9.2895, 18.0301, 10.9514], [9.3236, 18.0380, 9.1548], [11.7004, 18.5860, 11.0177], [11.7698, 18.7192, 9.2316], [15.5865, 16.8838, 10.3752], [15.4092, 18.3819, 9.4349], [15.6981, 15.5473, 8.2550], [16.9820, 16.7868, 8.2871], [15.4912, 17.0613, 7.3100]],
  "forces_ev_per_angstrom": [[0.4, -0.5, 0.6], [0.1, 0.1, -0.6], [-0.5, 1.1, 0.0], [-0.1, -0.6, 0.1], [0.4, -0.6, 0.3], [0.6, -0.5, 1.3], [-0.4, 0.1, -0.6], [-0.1, -0.2, 0.0], [-0.1, -0.2, -0.7], [-0.1, 0.6, 0.3], [0.1, -0.4, 0.2], [-0.1, 0.6, 0.6], [0.2, 0.0, -0.4], [0.2, -0.3, 0.0], [-0.1, -0.6, -0.4], [-0.2, 0.2, 0.1], [0.1, -0.1, -0.1], [0.0, 0.3, 0.1], [0.2, -0.3, -0.2], [-0.1, 1.2, 0.5], [-1.2, -0.9, 0.3], [0.6, -1.8, -0.7], [0.3, -1.0, 0.5], [-0.5, 0.3, -0.6], [-0.3, 1.0, -0.2], [-0.2, 0.3, -0.1], [0.6, -0.1, 0.4], [0.3, 0.8, 0.0], [-0.1, 0.0, 0.0], [-0.1, -0.5, -0.2], [-0.3, -0.2, 0.1], [-0.2, -0.1, 0.4], [-1.0, -0.2, 0.1], [0.8, -0.5, 0.4], [-0.5, 0.4, 0.0], [0.1, -0.1, -0.2], [-0.4, 0.2, -0.2], [0.9, -0.1, 0.3], [1.0, -0.7, 0.2], [0.6, 0.0, -0.8], [1.2, -0.9, 0.1], [-0.2, 0.8, -0.1], [-0.3, 0.8, 0.2], [-0.2, 0.3, 0.1], [-0.4, -0.5, 0.1], [-0.7, 0.2, 0.5], [0.4, -0.1, -0.4], [0.5, 0.1, -0.1], [0.2, -0.1, -0.2], [-0.5, 0.1, 0.1], [0.3, 0.0, 0.1], [-0.4, -1.0, 0.2], [0.5, 0.8, -0.4], [-0.2, 0.1, 0.2], [0.4, 0.1, -0.1], [0.1, -0.2, -0.2], [0.1, 0.5, 0.3], [0.0, 0.0, -0.1], [-0.5, 0.0, 0.0], [0.6, -0.3, 0.4], [0.4, -0.2, -0.2], [0.1, 0.0, -0.2], [-0.4, 0.0, -0.3], [-0.6, 0.0, 0.2], [-0.3, 0.1, -0.2], [-0.1, -0.1, -0.2], [0.0, -0.2, 0.0], [0.3, -0.1, 0.1], [0.1, 0.4, 0.5], [0.4, 0.4, 0.3], [0.1, 0.3, -0.6], [-0.8, -0.1, 0.3], [-0.2, -0.5, 0.3], [0.0, 0.0, 0.3], [0.1, 0.2, 0.3], [0.3, 0.5, -0.3], [0.1, -0.1, -0.8], [-0.5, -0.1, -0.4], [0.2, -0.4, 0.1], [-0.1, -0.1, 0.0], [0.2, 0.0, 0.2], [0.1, 0.6, -0.1], [-0.1, 0.0, 0.0], [0.2, 0.3, 0.2], [-0.1, 0.2, -0.6], [0.1, 0.0, -0.7], [-0.2, 0.1, -0.1], [-0.6, -0.1, 0.2], [0.0, 0.1, 0.4], [0.4, -0.1, 0.4], [-0.4, 0.3, 0.4], [-0.4, -0.4, 0.4], [-0.1, -0.1, 0.0], [0.2, -0.2, -0.2], [0.2, 0.0, -0.1], [-0.3, -0.3, -0.3], [0.5, -1.5, -0.1], [-0.5, 3.0, -0.1], [0.1, -1.3, 0.5], [0.3, -0.6, -0.9], [-0.6, 1.6, -0.3], [0.4, 0.8, -0.2], [-0.5, 0.1, -0.2], [-0.1, -0.4, -0.4], [0.1, -0.4, 0.0], [0.1, 0.3, -0.4], [0.1, 0.3, 0.5], [0.0, -0.1, -0.2], [-0.3, -0.2, 0.3], [-0.1, 0.0, -0.1], [0.0, -0.2, 0.0], [0.1, 0.6, 0.0], [-0.1, 0.1, -0.1], [0.3, -0.2, 0.3]]
}